Entry from OMol25: a structure of composition C74H160F30N13O28S10 at a distorted geometry (wB97M-V/def2-TZVPD).

Last column: Mulliken charge in e.
Geometry (Å):
C (1.262, -4.132, 2.486)  0.633
C (0.391, -3.714, 3.613)  0.958
N (-0.158, -4.851, 4.536)  0.624
C (-0.916, -4.277, 5.670)  -1.890
C (-1.062, -5.557, 3.615)  -0.508
C (-1.980, -6.575, 4.342)  -1.312
C (0.966, -5.814, 5.129)  -0.881
C (2.061, -5.159, 5.950)  -0.783
O (3.003, -4.543, 5.153)  0.277
C (4.057, -4.123, 5.998)  -1.114
H (1.506, -3.164, 1.971)  -0.934
H (0.754, -4.783, 1.745)  0.649
H (2.210, -4.554, 2.835)  -0.759
H (-0.555, -3.357, 3.193)  0.325
H (0.817, -2.962, 4.276)  -0.740
H (-1.179, -5.067, 6.357)  0.490
H (-1.839, -3.793, 5.383)  0.372
H (-0.416, -3.425, 6.111)  0.887
H (-0.451, -6.092, 2.873)  0.304
H (-1.650, -4.760, 3.168)  0.474
H (-2.601, -7.080, 3.598)  0.419
H (-2.580, -5.970, 5.005)  0.399
H (-1.504, -7.279, 5.045)  0.337
H (1.401, -6.337, 4.265)  0.304
H (0.356, -6.553, 5.640)  0.611
H (2.604, -5.981, 6.465)  0.605
H (1.666, -4.425, 6.693)  0.297
H (3.726, -3.734, 6.970)  0.447
H (4.571, -3.314, 5.477)  0.127
H (4.751, -4.965, 6.140)  0.341
C (-8.136, -4.318, 1.292)  -1.299
C (-7.273, -4.646, 0.051)  -0.439
N (-6.251, -3.638, -0.256)  0.931
C (-5.470, -4.055, -1.532)  -0.940
C (-6.908, -2.271, -0.475)  -0.314
C (-8.123, -2.254, -1.389)  -1.460
C (-5.274, -3.478, 0.859)  -1.193
C (-4.342, -2.286, 0.783)  -0.244
O (-3.456, -2.475, -0.297)  -0.207
C (-2.540, -1.386, -0.343)  0.903
H (-8.967, -5.002, 1.259)  0.449
H (-8.546, -3.312, 1.276)  0.314
H (-7.531, -4.492, 2.193)  0.348
H (-7.847, -4.826, -0.867)  0.504
H (-6.760, -5.640, 0.110)  0.452
H (-6.179, -4.189, -2.336)  0.535
H (-4.982, -4.989, -1.262)  0.410
H (-4.698, -3.321, -1.724)  0.066
H (-6.261, -1.532, -0.947)  0.130
H (-7.200, -1.878, 0.496)  0.649
H (-7.931, -2.885, -2.255)  0.191
H (-8.334, -1.227, -1.710)  0.421
H (-9.070, -2.653, -0.986)  0.372
H (-4.737, -4.413, 0.869)  0.470
H (-5.902, -3.378, 1.774)  0.284
H (-3.848, -2.216, 1.739)  -0.210
H (-4.892, -1.366, 0.612)  0.604
H (-1.851, -1.430, 0.551)  -0.489
H (-3.188, -0.508, -0.167)  0.252
H (-1.954, -1.363, -1.295)  -0.368
C (3.633, -6.208, -0.185)  -0.759
C (4.908, -5.490, 0.093)  0.483
N (5.847, -6.124, 1.107)  1.029
C (5.191, -6.369, 2.407)  -1.666
C (6.392, -7.458, 0.591)  -0.458
C (7.173, -7.452, -0.685)  -1.242
C (7.007, -5.177, 1.274)  -0.778
C (6.917, -4.058, 2.356)  -1.327
O (5.853, -3.120, 2.171)  0.036
C (6.144, -2.156, 1.153)  0.939
H (2.929, -5.501, -0.614)  -0.008
H (3.193, -6.492, 0.793)  0.133
H (3.754, -7.105, -0.814)  0.290
H (4.702, -4.513, 0.541)  -0.898
H (5.570, -5.374, -0.764)  0.401
H (4.690, -7.308, 2.350)  0.418
H (4.531, -5.557, 2.707)  0.667
H (5.880, -6.500, 3.227)  0.419
H (5.508, -8.129, 0.553)  0.480
H (7.014, -7.795, 1.417)  0.571
H (7.443, -8.513, -0.818)  0.448
H (8.129, -6.970, -0.548)  0.322
H (6.552, -7.105, -1.524)  0.297
H (7.274, -4.855, 0.305)  0.568
H (7.815, -5.815, 1.662)  0.584
H (7.859, -3.507, 2.338)  0.471
H (6.870, -4.518, 3.373)  0.408
H (5.265, -1.595, 0.908)  -1.923
H (6.588, -2.657, 0.283)  0.445
H (6.849, -1.456, 1.573)  0.535
C (4.870, 1.778, 4.284)  -2.115
C (3.448, 1.897, 3.893)  1.376
N (3.136, 1.510, 2.493)  1.444
C (3.751, 2.454, 1.567)  0.147
C (3.626, 0.142, 2.188)  -0.326
C (3.039, -0.881, 3.071)  0.641
C (1.673, 1.710, 2.426)  0.929
C (1.081, 1.190, 1.169)  0.177
O (1.280, 2.112, 0.142)  1.777
C (0.312, 1.899, -0.856)  -1.237
H (5.594, 2.295, 3.685)  0.270
H (5.168, 0.751, 4.510)  0.323
H (4.874, 2.267, 5.271)  0.490
H (3.085, 2.927, 4.046)  -0.101
H (2.876, 1.232, 4.510)  -0.520
H (3.429, 3.471, 1.843)  -0.801
H (3.377, 2.232, 0.566)  -0.202
H (4.818, 2.238, 1.512)  0.720
H (4.734, 0.151, 2.234)  0.812
H (3.437, -0.040, 1.112)  -0.734
H (3.607, -1.791, 2.828)  0.229
H (2.006, -1.037, 2.770)  -0.702
H (3.121, -0.665, 4.136)  -0.232
H (1.429, 2.740, 2.681)  -0.519
H (1.198, 1.137, 3.207)  -0.673
H (-0.008, 1.133, 1.363)  0.218
H (1.410, 0.207, 0.836)  -0.541
H (0.375, 2.647, -1.598)  0.394
H (-0.661, 1.927, -0.428)  -0.033
H (0.544, 0.895, -1.315)  -0.250
C (4.404, -6.515, -7.883)  -1.250
C (4.609, -5.262, -6.999)  -0.539
N (3.379, -4.482, -6.724)  0.622
C (2.787, -4.011, -8.040)  -1.008
C (2.285, -5.350, -6.127)  -0.080
C (2.640, -5.985, -4.821)  -0.812
C (3.741, -3.314, -5.839)  -1.629
C (2.628, -2.476, -5.410)  1.787
O (2.139, -1.708, -6.471)  -0.461
C (1.212, -0.763, -5.993)  -0.402
H (5.332, -7.074, -8.041)  0.413
H (4.187, -6.195, -8.904)  0.383
H (3.560, -7.115, -7.548)  0.274
H (5.289, -4.657, -7.594)  0.415
H (5.035, -5.467, -6.037)  0.549
H (1.855, -3.541, -7.773)  0.236
H (2.493, -4.861, -8.679)  0.371
H (3.311, -3.285, -8.642)  0.434
H (2.072, -6.102, -6.865)  0.730
H (1.399, -4.691, -5.921)  -0.324
H (1.772, -6.542, -4.424)  0.449
H (3.029, -5.222, -4.109)  -0.094
H (3.438, -6.717, -4.927)  0.339
H (4.462, -2.726, -6.417)  0.440
H (4.262, -3.734, -4.982)  0.283
H (2.939, -1.814, -4.583)  -0.402
H (1.821, -3.093, -5.052)  -0.075
H (0.498, -0.490, -6.768)  -0.022
H (1.705, 0.148, -5.645)  0.312
H (0.703, -1.102, -5.100)  0.222
C (-4.708, 3.252, 4.730)  -0.873
C (-4.273, 3.905, 6.021)  -0.646
N (-3.443, 5.153, 5.890)  0.347
C (-3.459, 5.878, 7.180)  -1.122
C (-1.919, 4.800, 5.545)  1.395
C (-1.209, 4.295, 6.758)  -1.300
C (-3.995, 6.028, 4.759)  0.520
C (-3.593, 7.480, 4.898)  -1.728
O (-2.259, 7.734, 4.705)  0.062
C (-2.065, 9.070, 4.458)  -0.951
H (-5.006, 2.219, 4.954)  0.485
H (-3.917, 3.212, 3.945)  -0.128
H (-5.515, 3.810, 4.255)  0.514
H (-3.659, 3.261, 6.644)  0.552
H (-5.107, 4.295, 6.578)  0.455
H (-4.436, 6.245, 7.467)  0.402
H (-2.767, 6.721, 7.182)  0.333
H (-3.052, 5.211, 7.912)  0.471
H (-1.565, 5.801, 5.305)  0.145
H (-1.925, 4.092, 4.718)  -0.706
H (-0.263, 3.878, 6.327)  -0.522
H (-1.770, 3.520, 7.268)  0.572
H (-0.788, 5.010, 7.448)  0.670
H (-5.058, 5.976, 4.897)  0.559
H (-3.651, 5.663, 3.793)  -0.352
H (-3.927, 7.969, 5.839)  0.497
H (-4.179, 7.973, 4.117)  0.551
H (-1.014, 9.411, 4.350)  0.197
H (-2.365, 9.788, 5.232)  0.326
H (-2.564, 9.417, 3.539)  0.382
C (2.460, 5.393, -0.908)  -2.035
C (1.852, 6.521, 0.006)  0.352
N (0.439, 6.323, 0.415)  1.423
C (-0.431, 6.696, -0.730)  -1.214
C (0.250, 4.979, 1.024)  0.365
C (-1.060, 4.727, 1.781)  1.092
C (0.124, 7.396, 1.445)  0.642
C (0.776, 8.707, 1.212)  -1.214
O (0.167, 9.442, 0.176)  -0.362
C (0.909, 10.671, 0.190)  -0.774
H (3.437, 5.714, -1.181)  0.680
H (1.888, 5.237, -1.813)  0.401
H (2.562, 4.412, -0.405)  0.316
H (1.856, 7.468, -0.510)  0.778
H (2.495, 6.581, 0.875)  -0.446
H (-0.214, 7.679, -1.115)  0.545
H (-1.494, 6.776, -0.356)  0.226
H (-0.423, 5.973, -1.511)  0.410
H (1.076, 4.866, 1.730)  -0.030
H (0.393, 4.267, 0.252)  -0.239
H (-1.969, 5.017, 1.223)  -0.654
H (-1.082, 5.312, 2.692)  -0.578
H (-1.111, 3.609, 1.944)  -0.105
H (0.561, 7.058, 2.379)  -0.478
H (-0.962, 7.434, 1.498)  0.109
H (1.846, 8.693, 1.117)  0.445
H (0.536, 9.232, 2.134)  0.571
H (2.019, 10.546, 0.230)  0.308
H (0.563, 11.236, 1.062)  0.294
H (0.749, 11.212, -0.738)  0.303
C (-5.769, 0.477, -8.262)  -1.020
C (-4.577, 1.047, -8.950)  -0.387
N (-3.341, 0.123, -9.137)  0.653
C (-3.649, -1.114, -9.915)  -0.989
C (-2.160, 0.850, -9.765)  -0.138
C (-2.424, 1.223, -11.200)  -1.343
C (-2.947, -0.370, -7.745)  -1.162
C (-2.603, 0.633, -6.717)  -0.800
O (-1.335, 1.154, -7.043)  -0.176
C (-1.023, 2.201, -6.177)  -0.878
H (-5.768, 0.567, -7.173)  0.154
H (-6.014, -0.565, -8.473)  0.234
H (-6.603, 1.009, -8.754)  0.436
H (-4.196, 1.910, -8.387)  0.446
H (-4.752, 1.365, -9.971)  0.586
H (-2.814, -1.822, -9.949)  0.302
H (-3.979, -0.874, -10.937)  0.401
H (-4.448, -1.597, -9.360)  0.383
H (-1.271, 0.224, -9.599)  0.298
H (-1.937, 1.730, -9.147)  0.194
H (-3.240, 1.942, -11.328)  0.328
H (-2.551, 0.352, -11.821)  0.368
H (-1.524, 1.731, -11.532)  0.460
H (-2.133, -1.010, -7.949)  0.658
H (-3.795, -0.976, -7.348)  0.215
H (-2.614, 0.142, -5.744)  0.419
H (-3.363, 1.424, -6.649)  0.574
H (-0.130, 2.689, -6.612)  0.324
H (-0.750, 1.891, -5.163)  0.200
H (-1.836, 2.924, -6.125)  0.402
C (-1.961, -0.643, 4.054)  0.178
F (-1.031, -1.026, 3.239)  0.034
F (-3.049, -0.430, 3.331)  -0.103
F (-2.244, -1.627, 4.909)  -0.202
S (-1.283, 0.795, 5.024)  0.807
O (-1.078, 1.820, 4.008)  -0.149
O (-2.329, 0.992, 6.023)  -0.827
N (0.111, 0.225, 5.530)  0.014
S (0.252, -0.524, 6.903)  0.679
O (0.194, 0.222, 8.083)  -0.629
O (-0.304, -1.847, 6.908)  -0.754
C (2.064, -1.023, 6.823)  0.600
F (2.447, -1.733, 7.893)  -0.254
F (2.337, -1.822, 5.729)  0.037
F (2.848, 0.024, 6.801)  -0.242
C (-2.855, 3.421, -2.031)  0.301
F (-3.776, 3.940, -2.873)  -0.252
F (-2.299, 2.420, -2.696)  -0.056
F (-1.989, 4.294, -1.623)  0.050
S (-3.770, 2.857, -0.554)  0.683
O (-4.642, 1.828, -1.004)  -0.528
O (-2.658, 2.402, 0.333)  -0.404
N (-4.389, 4.140, -0.111)  -0.487
S (-5.262, 5.139, 0.792)  0.963
O (-6.579, 5.213, 0.491)  -0.631
O (-4.922, 4.947, 2.133)  -0.662
C (-4.655, 6.890, 0.581)  0.552
F (-5.453, 7.841, 1.069)  -0.229
F (-3.443, 6.964, 1.267)  -0.136
F (-4.372, 7.196, -0.681)  -0.243
C (-6.426, -2.657, -5.255)  0.495
F (-6.222, -2.882, -6.507)  -0.187
F (-7.619, -2.236, -5.166)  -0.205
F (-6.259, -3.728, -4.475)  -0.211
S (-5.022, -1.489, -4.597)  0.085
O (-5.211, -0.197, -5.325)  -0.599
O (-5.355, -1.467, -3.139)  -0.048
N (-3.695, -2.225, -5.040)  -0.197
S (-2.863, -3.185, -4.183)  0.659
O (-2.037, -2.568, -3.271)  -0.096
O (-3.415, -4.401, -3.785)  -0.655
C (-1.805, -3.703, -5.613)  0.255
F (-1.119, -2.682, -6.251)  -0.027
F (-0.801, -4.589, -5.308)  -0.196
F (-2.558, -4.394, -6.507)  -0.252
C (4.419, 0.777, -2.872)  0.471
F (5.265, 1.752, -3.211)  -0.207
F (3.331, 1.311, -2.295)  -0.110
F (4.142, 0.040, -3.994)  -0.294
S (4.961, -0.374, -1.577)  0.868
O (5.924, -1.195, -2.207)  -0.617
O (5.433, 0.508, -0.512)  -0.552
N (3.582, -1.096, -1.217)  -0.101
S (3.251, -2.634, -1.157)  0.326
O (3.783, -3.460, -2.180)  -0.515
O (3.238, -3.128, 0.183)  0.244
C (1.504, -2.842, -1.509)  -0.214
F (0.829, -2.220, -0.562)  0.293
F (1.203, -2.342, -2.722)  -0.287
F (1.078, -4.183, -1.530)  -0.297
C (2.706, 5.302, 6.386)  0.351
F (1.833, 4.873, 7.228)  -0.113
F (3.171, 6.489, 6.727)  -0.186
F (3.629, 4.406, 6.260)  -0.151
S (1.939, 5.525, 4.704)  0.562
O (1.219, 4.239, 4.600)  -0.719
O (1.207, 6.791, 4.873)  -0.723
N (3.084, 5.447, 3.549)  0.234
S (4.012, 6.743, 3.249)  0.683
O (3.501, 7.601, 2.259)  -0.665
O (4.698, 7.243, 4.379)  -0.709
C (5.405, 5.891, 2.369)  0.702
F (5.905, 4.880, 3.080)  -0.224
F (4.812, 5.291, 1.173)  -0.238
F (6.363, 6.616, 1.923)  -0.213

Calculated values
- Spin multiplicity: 1
- LUMO energy: -4.636 eV
- Total charge: +3
- Electronic energy: -345876.3178 eV
- HOMO: -13.2211 eV